C15H19N5O5 | ωB97M-V/def2-TZVPD

Last columns: bonded neighbours and bond lengths (Å).
Atoms and positions in Å:
1 C -5.534 -1.315 -1.149  C2 1.524, H42 1.088, H43 1.087, H44 1.087
2 C -5.375 -1.691 0.320  C1 1.524, H3 1.094, H4 1.093, O5 1.418
3 H -6.071 -2.492 0.581  C2 1.094
4 H -5.571 -0.826 0.959  C2 1.093
5 O -4.103 -2.252 0.602  C2 1.418, C6 1.363
6 C -2.958 -1.542 0.394  O5 1.363, C7 1.392, C11 1.411
7 C -1.842 -2.318 0.097  C6 1.392, C8 1.379, H41 1.078
8 C -0.594 -1.763 -0.099  C7 1.379, C9 1.388, H40 1.080
9 C -0.443 -0.386 -0.012  C8 1.388, C10 1.389, N21 1.405
10 C -1.541 0.409 0.293  C9 1.389, C11 1.389, H20 1.075
11 C -2.795 -0.145 0.513  C6 1.411, C10 1.389, O12 1.365
12 O -3.885 0.595 0.869  C11 1.365, C13 1.416
13 C -3.826 2.010 0.855  O12 1.416, C14 1.525, H18 1.096, H19 1.094
14 C -3.855 2.592 -0.555  C13 1.525, H15 1.087, H16 1.088, H17 1.086
15 H -2.976 2.291 -1.120  C14 1.087
16 H -4.743 2.248 -1.081  C14 1.088
17 H -3.877 3.676 -0.498  C14 1.086
18 H -2.951 2.369 1.407  C13 1.096
19 H -4.725 2.313 1.400  C13 1.094
20 H -1.388 1.470 0.371  C10 1.075
21 N 0.833 0.159 -0.234  C9 1.405, C22 1.347, H39 1.012
22 C 1.218 1.450 -0.230  N21 1.347, O23 1.211, C24 1.536
23 O 0.516 2.416 -0.035  C22 1.211
24 C 2.711 1.643 -0.541  C22 1.536, H25 1.095, H26 1.096, O27 1.429
25 H 3.126 2.385 0.149  C24 1.095
26 H 2.801 2.035 -1.560  C24 1.096
27 O 3.449 0.423 -0.450  C24 1.429, C28 1.333
28 C 4.661 0.475 0.102  O27 1.333, O29 1.196, C30 1.531
29 O 5.199 1.461 0.513  C28 1.196
30 C 5.268 -0.929 0.163  C28 1.531, N31 1.429, H37 1.097, H38 1.092
31 N 6.694 -0.865 0.225  C30 1.429, C32 1.355, N35 1.340
32 C 7.519 -0.267 1.118  N31 1.355, N33 1.306, H36 1.068
33 N 8.749 -0.447 0.718  C32 1.306, N34 1.327
34 N 8.676 -1.143 -0.410  N33 1.327, N35 1.263
35 N 7.479 -1.396 -0.722  N31 1.340, N34 1.263
36 H 7.197 0.259 1.990  C32 1.068
37 H 4.868 -1.434 1.050  C30 1.097
38 H 4.995 -1.498 -0.729  C30 1.092
39 H 1.552 -0.525 -0.433  N21 1.012
40 H 0.250 -2.395 -0.331  C8 1.080
41 H -1.985 -3.384 0.027  C7 1.078
42 H -5.325 -2.174 -1.782  C1 1.088
43 H -6.551 -0.979 -1.332  C1 1.087
44 H -4.847 -0.514 -1.413  C1 1.087

* HOMO-LUMO gap: 8.2 eV
* 2S+1: 1
* SMILES: CCOc1ccc(NC(=O)COC(=O)Cn2cnnn2)cc1OCC
* max |F|: 1.41 eV/A
* ΔE to the lowest compared entry with this formula, charge and spin: 1.0 kcal/mol
* molecular weight: 349.3 g/mol